{"formula": "C41H79FN2O8", "method": "the ωB97M-V functional and the def2-TZVPD basis", "lumo_ev": 0.6, "multiplicity": 1, "total_charge": 0, "elements": ["C", "C", "C", "F", "N", "C", "O", "O", "C", "C", "C", "C", "C", "C", "C", "C", "C", "C", "C", "N", "C", "C", "H", "H", "H", "H", "H", "H", "H", "H", "H", "H", "H", "H", "H", "H", "H", "H", "H", "H", "H", "C", "C", "O", "C", "C", "H", "H", "H", "H", "H", "H", "H", "H", "H", "H", "C", "C", "O", "C", "C", "H", "H", "H", "H", "H", "H", "H", "H", "H", "H", "C", "C", "O", "C", "C", "H", "H", "H", "H", "H", "H", "H", "H", "H", "H", "C", "C", "O", "C", "C", "H", "H", "H", "H", "H", "H", "H", "H", "H", "H", "C", "C", "O", "C", "C", "H", "H", "H", "H", "H", "H", "H", "H", "H", "H", "C", "C", "O", "C", "C", "H", "H", "H", "H", "H", "H", "H", "H", "H", "H"], "xyz": [[5.95202, -0.82229, 3.41380], [5.34393, 0.36757, 2.68182], [4.21585, -0.04371, 1.76020], [4.56175, -1.18451, 1.05963], [3.01146, -0.36238, 2.54649], [2.27192, -1.46831, 1.98354], [1.91356, -1.49813, 0.86191], [2.03139, -2.40887, 2.90970], [2.59654, -3.71493, 2.60211], [1.88291, -4.43650, 1.49421], [2.55586, -4.73362, 0.30015], [1.88714, -5.36377, -0.76509], [0.53027, -5.69554, -0.61703], [-0.13516, -5.39804, 0.57504], [0.51955, -4.77239, 1.64230], [-0.23577, -4.43563, 2.89451], [2.09422, 0.74549, 2.71358], [1.62860, 1.51512, 1.64587], [0.70854, 2.53212, 1.91557], [0.23690, 2.80691, 3.13663], [0.69508, 2.06576, 4.14826], [1.61836, 1.02510, 3.99278], [5.17202, -1.47636, 3.79806], [6.58526, -1.39858, 2.74588], [6.56909, -0.48789, 4.24245], [6.10867, 0.82132, 2.05277], [4.96474, 1.09854, 3.39088], [4.03145, 0.74758, 1.03220], [2.50944, -4.26863, 3.53223], [3.65538, -3.60146, 2.37679], [3.59177, -4.43868, 0.19845], [2.41554, -5.58013, -1.68187], [-0.00270, -6.16148, -1.43506], [-1.18304, -5.64071, 0.68261], [-0.16452, -3.36802, 3.08367], [-1.28928, -4.65515, 2.75735], [0.14724, -4.95940, 3.76906], [1.96188, 1.30812, 0.64088], [0.32962, 3.13632, 1.10260], [0.31027, 2.29394, 5.13262], [1.94968, 0.44423, 4.83929], [-2.32286, 0.16688, 1.54401], [-2.40006, -1.27291, 1.06450], [-2.64007, -2.21475, 2.09522], [-3.84500, -2.06947, 2.82115], [-5.10100, -2.17686, 1.97320], [-1.54850, 0.27562, 2.30560], [-2.07991, 0.82267, 0.70707], [-3.26582, 0.51194, 1.97110], [-1.43951, -1.56789, 0.63973], [-3.14545, -1.37424, 0.26691], [-3.84518, -1.12947, 3.38567], [-3.82746, -2.87680, 3.55408], [-5.16571, -1.37880, 1.23274], [-5.98455, -2.11127, 2.60907], [-5.12378, -3.13028, 1.44376], [0.56862, 9.29303, 1.88203], [0.17232, 8.12722, 0.99209], [0.86010, 6.92210, 1.27078], [0.69455, 6.40158, 2.57945], [-0.74068, 6.08015, 2.95003], [1.64108, 9.47930, 1.81234], [0.03756, 10.19340, 1.57161], [0.32464, 9.11078, 2.92923], [0.42086, 8.35620, -0.04459], [-0.91192, 7.97125, 1.03141], [1.13767, 7.07846, 3.32011], [1.28734, 5.48693, 2.59505], [-1.37517, 6.96810, 2.95981], [-0.77452, 5.63190, 3.94131], [-1.16717, 5.36928, 2.24152], [-2.34891, 5.01588, 6.61678], [-1.85003, 6.45112, 6.63008], [-2.78034, 7.39319, 6.13132], [-4.01127, 7.48150, 6.82468], [-3.87843, 7.86923, 8.28752], [-2.63940, 4.72276, 5.60685], [-1.55969, 4.34597, 6.96047], [-3.21087, 4.87341, 7.26984], [-0.98310, 6.53548, 5.97546], [-1.51379, 6.73210, 7.63503], [-4.57687, 6.54755, 6.72737], [-4.57496, 8.24739, 6.29218], [-3.33068, 7.12223, 8.86319], [-4.86769, 7.97120, 8.73471], [-3.35379, 8.82055, 8.38416], [-0.66451, -3.60747, -4.72609], [0.30839, -4.69521, -4.30445], [-0.29479, -5.96691, -4.13014], [-0.92481, -6.51569, -5.27290], [0.00412, -6.72782, -6.45602], [-1.47599, -3.52224, -4.00155], [-0.15231, -2.64925, -4.78594], [-1.11130, -3.80487, -5.70197], [0.73068, -4.44950, -3.33074], [1.14896, -4.75854, -5.00531], [-1.78511, -5.90441, -5.56949], [-1.31917, -7.47588, -4.93931], [0.41186, -5.78852, -6.83109], [-0.54025, -7.20220, -7.27337], [0.83975, -7.37042, -6.17548], [3.43181, -1.40625, -2.06844], [4.93191, -1.36795, -2.31072], [5.35784, -1.89079, -3.55884], [4.86249, -1.23445, -4.70781], [5.24384, 0.23320, -4.80430], [3.05620, -2.42711, -2.14442], [3.21198, -1.04008, -1.06826], [2.87784, -0.78981, -2.78074], [5.43154, -1.98970, -1.56711], [5.31614, -0.34906, -2.17686], [3.77766, -1.34756, -4.77811], [5.29206, -1.78035, -5.54874], [4.82204, 0.82105, -3.98819], [4.87269, 0.65201, -5.74052], [6.32822, 0.34854, -4.77780], [-4.45672, -0.44055, -6.88054], [-3.24690, -1.13122, -7.48636], [-3.32091, -2.54461, -7.47971], [-4.40208, -3.11892, -8.19066], [-4.42558, -2.78111, -9.67156], [-4.61519, -0.77839, -5.85580], [-4.30136, 0.63863, -6.87154], [-5.36868, -0.63820, -7.44531], [-2.35917, -0.89754, -6.89792], [-3.06211, -0.75838, -8.50054], [-5.35672, -2.85183, -7.72289], [-4.27863, -4.19430, -8.06208], [-4.56074, -1.71340, -9.84802], [-5.25022, -3.30352, -10.15734], [-3.49275, -3.08599, -10.14751]], "forces_ev_per_angstrom": [[-0.0636, 0.0184, -0.0018], [0.2802, -0.5069, -0.2598], [-0.2778, 0.2962, 0.2969], [0.2924, 0.0113, 0.0776], [-0.2151, 0.3003, -0.0360], [0.3771, 0.0538, 1.1042], [-0.5945, -0.2159, -1.3537], [0.4366, -0.0935, 0.1393], [-0.3633, -0.3759, -0.1952], [-0.3023, -0.1556, -0.5568], [-0.8421, -0.1910, -0.0391], [-0.3842, 0.1939, 0.9427], [0.6198, 0.3312, 0.2289], [0.6023, 0.1609, -0.0285], [0.3600, -0.1943, -0.4842], [-0.0336, 0.2516, -0.2418], [-0.0241, 0.2461, 0.3608], [-0.1421, 0.1303, 0.5157], [0.2680, -0.4450, 0.2092], [0.2705, -0.1750, -0.0400], [0.2899, -0.3750, -0.4424], [-0.2767, 0.4132, -0.3602], [-0.0457, -0.0435, 0.1252], [0.0087, -0.1112, -0.0691], [0.0308, 0.0230, 0.1172], [0.0643, 0.2966, 0.0982], [-0.0867, 0.2100, -0.0602], [-0.1346, -0.0824, -0.2042], [-0.0441, 0.0780, 0.1601], [0.0861, 0.1130, -0.0641], [0.0884, -0.0101, -0.0502], [-0.0025, -0.0331, -0.0760], [-0.0073, -0.0315, -0.0532], [-0.0844, -0.0336, -0.0190], [-0.0360, 0.0692, 0.1418], [-0.1032, -0.1404, 0.1192], [0.0280, -0.1094, 0.0654], [-0.0745, 0.0588, -0.1258], [-0.0552, 0.1059, -0.0410], [-0.0692, 0.0699, 0.0743], [0.0628, -0.0637, 0.0361], [-0.0278, -0.0459, 0.0930], [0.0683, 0.0579, -0.0860], [0.0790, -0.1246, 0.0347], [-0.0559, 0.0646, 0.0399], [0.0448, -0.0135, -0.0732], [0.0196, 0.0141, -0.0058], [0.0277, -0.0020, -0.0067], [-0.0131, 0.0112, -0.0415], [0.0006, -0.0249, -0.0004], [-0.0332, 0.0157, 0.0346], [-0.0057, 0.0233, -0.0354], [0.0147, -0.0060, 0.0086], [-0.0145, 0.0321, 0.0325], [-0.0016, -0.0142, 0.0152], [-0.0055, -0.0057, 0.0016], [0.0580, -0.0585, 0.0568], [-0.0670, 0.0587, -0.0455], [0.0456, -0.0472, -0.0473], [0.0364, -0.0376, 0.1217], [-0.0968, 0.1012, -0.1706], [0.0050, 0.0117, -0.0061], [0.0043, 0.0076, -0.0250], [-0.0506, 0.0144, -0.0093], [0.0040, -0.0099, -0.0080], [0.0038, -0.0078, 0.0422], [-0.0264, 0.0317, -0.0159], [0.0059, -0.0056, -0.0122], [0.0340, 0.0211, 0.0883], [0.0100, -0.0695, -0.0152], [0.0077, -0.0466, 0.0283], [-0.0990, 0.0321, -0.0290], [0.0782, -0.0852, 0.0626], [0.0497, 0.0577, -0.0768], [-0.0921, -0.0137, 0.0176], [0.0933, 0.0056, -0.0071], [0.0184, -0.0118, -0.0112], [0.0221, 0.0022, -0.0131], [0.0318, -0.0067, 0.0418], [0.0029, 0.0698, -0.0052], [-0.0524, -0.0113, 0.0180], [0.0286, -0.0203, 0.0238], [0.0008, 0.0046, -0.0158], [-0.0413, -0.0289, 0.0051], [-0.0138, 0.0142, -0.0107], [-0.0051, 0.0074, 0.0035], [-0.1382, -0.1442, -0.0600], [0.0233, 0.1252, 0.0152], [0.0596, -0.0437, 0.0995], [-0.0909, -0.0347, -0.0629], [0.0751, 0.0308, 0.0467], [0.0158, 0.0107, 0.0174], [0.0741, 0.0755, 0.0274], [0.0370, 0.0482, -0.0168], [0.0045, -0.0129, 0.0446], [-0.0437, -0.0119, -0.0476], [0.0320, 0.0286, -0.0098], [-0.0010, -0.0031, 0.0147], [-0.0469, 0.0082, -0.0285], [-0.0089, -0.0175, 0.0071], [0.0003, -0.0096, -0.0045], [0.0582, 0.0256, -0.2487], [0.0165, 0.0209, 0.1358], [0.0153, -0.0634, 0.0468], [0.0186, 0.0206, -0.0955], [0.0535, 0.0061, 0.0730], [-0.0290, -0.0347, 0.0243], [-0.0124, -0.0420, 0.0049], [0.0463, 0.0202, 0.0130], [0.0108, 0.0097, -0.0045], [-0.0351, 0.0114, -0.0095], [-0.1283, 0.0097, 0.0288], [-0.0013, -0.0056, 0.0081], [-0.0447, 0.0041, -0.0274], [0.0080, -0.0123, -0.0142], [0.0042, 0.0051, -0.0072], [-0.0465, -0.0855, 0.0073], [0.0318, 0.0988, -0.0046], [0.0823, -0.0839, 0.0469], [-0.0825, -0.0324, -0.0207], [0.0781, 0.0513, 0.0085], [0.0028, 0.0083, 0.0117], [0.0204, 0.0077, 0.0139], [0.0123, 0.0357, -0.0323], [0.0096, -0.0126, -0.0035], [-0.0377, -0.0157, -0.0096], [0.0054, 0.0390, -0.0118], [0.0059, -0.0087, 0.0145], [-0.0498, -0.0037, 0.0069], [-0.0005, -0.0221, 0.0025], [-0.0007, -0.0071, -0.0067]]}